(1)
Computed, not measured: a molecular structure, C3H6O4, with wB97M-V/def2-TZVPD.

Results
ΔE to the lowest compared entry with this formula, charge and spin in kJ/mol: 603.07
LUMO energy in eV: 0.40
HOMO level in eV: -8.2474

Positions of all 13 atoms, in Å:
C -0.22 -0.37 0.92
C -0.12 -0.33 -1.12
C 0.41 0.78 -0.94
O -1.01 0.59 1.50
O -0.87 -1.58 0.94
O 1.00 -0.40 1.59
O 0.63 0.91 -2.78
H -0.47 1.21 1.99
H -1.24 -1.73 1.82
H 1.58 -1.03 1.14
H -0.02 1.55 -3.09
H -0.43 -1.26 -1.53
H 0.76 1.67 -0.46

---

(2)
Computed, not measured: 3 unconnected molecules or ions with the total composition C26H27F16N3O5S2, with wB97M-V/def2-TZVPD.

Results
SMILES string: CCSCc1nc2cc(CC(=O)O)cc(N(C)C(C)=O)c2nc1S.FC(F)C(F)(F)COC(F)(F)C(F)F.FC(F)C(F)(F)COC(F)(F)C(F)F
LUMO energy in eV: -0.79
HOMO level in eV: -8.8128

Positions of all 79 atoms, in Å:
C 0.68 3.46 -0.92
C 0.98 2.30 -1.88
S -0.13 2.44 -3.32
C -0.89 0.81 -3.54
C -1.27 0.14 -2.25
N -0.58 -0.92 -1.92
C -0.91 -1.54 -0.75
C -0.21 -2.70 -0.37
C -0.52 -3.36 0.78
C 0.15 -4.63 1.24
C 1.35 -5.00 0.41
O 1.34 -5.81 -0.44
O 2.51 -4.30 0.73
C -1.55 -2.85 1.61
C -2.24 -1.72 1.26
N -3.28 -1.26 2.14
C -2.93 0.00 2.83
C -4.54 -1.27 1.50
C -5.43 -0.06 1.56
O -4.89 -2.25 0.90
C -1.93 -1.04 0.06
N -2.64 0.08 -0.27
C -2.32 0.62 -1.40
S -3.29 2.06 -1.88
H 0.41 4.33 -1.50
H 1.54 3.69 -0.29
H -0.20 3.22 -0.33
H 0.89 1.34 -1.39
H 1.99 2.43 -2.26
H -1.77 0.90 -4.15
H -0.16 0.17 -4.02
H 0.57 -3.08 -1.01
H -0.57 -5.43 1.11
H 0.38 -4.61 2.30
H 2.50 -3.48 0.23
H -1.83 -3.36 2.52
H -3.06 0.89 2.23
H -3.56 0.08 3.71
H -1.92 -0.10 3.20
H -6.37 -0.28 1.07
H -4.94 0.81 1.16
H -5.66 0.16 2.61
H -4.18 1.46 -2.68
C -1.04 6.89 -6.81
C -2.23 7.35 -5.95
C -2.10 8.68 -5.20
F -1.10 8.65 -4.31
F -3.25 8.91 -4.52
F -2.57 6.36 -5.09
F -3.28 7.51 -6.81
O -0.15 5.94 -6.26
C 0.92 6.32 -5.48
C 0.80 5.77 -4.05
F -0.33 6.22 -3.46
F 1.85 6.21 -3.32
F 1.10 7.65 -5.49
F 2.02 5.77 -6.02
H -1.49 6.37 -7.65
H -0.51 7.74 -7.24
H -1.94 9.50 -5.90
H 0.79 4.68 -4.06
C 3.38 -6.01 4.29
C 2.64 -4.76 4.80
C 3.45 -3.46 4.90
F 4.46 -3.57 5.78
F 2.62 -2.47 5.34
F 2.04 -5.03 5.97
F 1.66 -4.50 3.88
O 3.84 -6.94 5.26
C 5.06 -6.81 5.86
C 4.93 -6.60 7.37
F 4.20 -5.50 7.64
F 6.16 -6.44 7.91
F 5.80 -5.84 5.29
F 5.72 -7.97 5.68
H 2.63 -6.57 3.73
H 4.16 -5.76 3.57
H 3.84 -3.17 3.92
H 4.44 -7.47 7.83

---

(3)
Computed, not measured: 2 unconnected molecules or ions with the total composition C8H20BFN4O, with wB97M-V/def2-TZVPD.

Results
SMILES string: [H]/N=C(\C)CB(F)NCCCC.NC(N)=O
LUMO energy in eV: 0.55
HOMO level in eV: -9.0168

Positions of all 35 atoms, in Å:
C 2.37 -0.71 -0.20
C 2.13 -0.06 -1.57
C 1.87 1.44 -1.49
C 0.67 1.84 -0.63
N -0.35 2.60 -1.39
B -1.72 2.28 -0.97
F -2.33 3.13 -0.13
C -2.42 0.96 -1.52
C -3.88 0.71 -1.26
C -4.47 -0.43 -2.07
N -4.54 1.40 -0.43
H 3.06 -0.14 0.40
H 1.42 -0.82 0.33
H 2.79 -1.71 -0.31
H 1.29 -0.56 -2.05
H 3.00 -0.25 -2.20
H 2.77 1.91 -1.09
H 1.76 1.83 -2.51
H 0.24 0.94 -0.17
H 1.01 2.46 0.19
H -0.27 2.34 -2.36
H -1.86 0.08 -1.19
H -2.28 0.98 -2.61
H -5.51 -0.60 -1.82
H -3.88 -1.33 -1.88
H -4.35 -0.20 -3.13
H -5.51 1.07 -0.39
C 2.63 -2.24 3.63
O 3.22 -1.88 2.63
N 1.30 -2.59 3.61
N 3.23 -2.33 4.85
H 0.79 -2.88 4.42
H 0.83 -2.53 2.72
H 4.20 -2.08 4.90
H 2.76 -2.62 5.69

---

(4)
Computed, not measured: C4H9N in the gas phase, with wB97M-V/def2-TZVPD.

Results
SMILES string: C=CCCN
ΔE to the lowest compared entry with this formula, charge and spin in kJ/mol: 204.41
LUMO energy in eV: 1.11
HOMO level in eV: -9.3177

Positions of all 14 atoms, in Å:
C -0.35 0.99 -0.13
C 0.39 -0.35 -0.68
C 0.42 -1.49 0.40
C 0.10 -1.43 1.75
N -0.64 2.23 -1.06
H 0.32 1.23 0.68
H -1.29 0.69 0.17
H 1.49 -0.23 -0.98
H -0.23 -0.76 -1.50
H 1.10 -2.47 0.17
H -0.04 -0.42 2.16
H 0.05 -2.20 2.39
H 0.11 2.29 -1.78
H -1.42 1.92 -1.58

---

(5)
Computed, not measured: a molecular structure, C14H31GeNSeSi3Tl, with wB97M-V/def2-TZVPD.

Results
LUMO energy (alpha / beta) in eV: -0.56 / -1.79
2S+1: 2
HOMO level (alpha / beta) in eV: -7.4301 / -7.5325

Positions of all 52 atoms, in Å:
Tl 0.01 -0.02 1.83
Se -0.01 0.08 4.55
C 0.00 0.01 6.46
C -1.19 -0.08 7.18
C -1.13 -0.12 8.56
N 0.00 -0.07 9.25
C 1.14 0.01 8.56
C 1.19 0.06 7.18
H -2.14 -0.13 6.67
H -2.04 -0.19 9.15
H 2.05 0.05 9.15
H 2.14 0.13 6.66
C -3.11 -1.60 -1.25
Si -2.34 -0.06 -2.05
C -2.62 -0.08 -3.92
C -3.20 1.43 -1.26
Ge 0.00 0.01 -1.47
Si 1.23 -1.98 -2.04
C 2.94 -1.88 -1.25
C 0.37 -3.47 -1.24
C 1.37 -2.23 -3.91
Si 1.11 2.07 -2.06
C 1.25 2.31 -3.93
C 0.16 3.51 -1.27
C 2.83 2.07 -1.26
H -4.19 -1.63 -1.42
H -2.94 -1.58 -0.17
H -2.69 -2.52 -1.64
H -3.69 -0.11 -4.16
H -2.15 -0.95 -4.38
H -2.20 0.81 -4.39
H -4.28 1.39 -1.43
H -2.84 2.37 -1.66
H -3.03 1.43 -0.18
H 2.85 -1.73 -0.17
H 3.54 -1.05 -1.65
H 3.51 -2.80 -1.41
H 0.29 -3.31 -0.16
H 0.94 -4.38 -1.40
H -0.63 -3.63 -1.63
H 1.89 -1.39 -4.38
H 0.39 -2.32 -4.37
H 1.93 -3.14 -4.14
H 0.26 2.33 -4.39
H 1.81 1.50 -4.39
H 1.75 3.25 -4.17
H -0.85 3.60 -1.66
H 0.68 4.45 -1.44
H 0.09 3.35 -0.19
H 3.47 1.28 -1.65
H 2.74 1.93 -0.18
H 3.34 3.02 -1.43

---

(6)
Computed, not measured: 15 unconnected molecules or ions with the total composition H30O15, with wB97M-V/def2-TZVPD.

Results
ΔE to the lowest compared entry with this formula, charge and spin in kJ/mol: 616.02
LUMO energy in eV: -0.41
HOMO level in eV: -8.6545

Positions of all 45 atoms, in Å:
H 0.15 0.41 -0.06
H -1.18 -0.32 -0.09
H -2.01 -3.28 -2.29
H -2.94 -2.54 -3.23
H 4.50 -0.51 -0.84
H 3.66 -1.76 -1.04
H -1.92 3.12 1.65
H -1.00 2.38 2.61
H -0.27 -1.38 1.38
H 1.13 -0.79 1.50
H 0.89 1.59 1.06
H 1.43 2.70 1.95
H 3.04 -1.83 1.60
H 3.67 -0.45 1.74
H -2.43 -2.70 0.06
H -3.52 -3.77 0.07
H -4.01 2.83 -0.16
H -2.68 3.39 -0.64
H 2.05 -0.67 -2.16
H 2.13 0.65 -1.41
H -4.40 1.69 -1.28
H -3.05 1.19 -1.76
H -0.32 -3.03 -1.09
H -0.67 -3.05 0.39
H -1.42 -2.77 2.36
H -2.04 -1.42 2.66
H 1.62 3.43 -2.33
H 0.48 2.64 -2.96
H 3.76 2.18 0.69
H 4.58 0.91 0.56
O -0.42 -0.11 -0.64
O -2.35 -2.40 -2.48
O 4.52 -1.39 -1.24
O -1.32 3.26 2.39
O 0.24 -0.58 1.20
O 1.53 1.76 1.76
O 2.82 -0.89 1.66
O -3.08 -3.12 0.64
O -3.60 3.64 -0.50
O 2.57 -0.21 -1.49
O -3.53 1.43 -0.96
O -0.14 -2.57 -0.26
O -1.46 -2.09 3.04
O 0.88 2.85 -2.11
O 4.12 1.57 0.03

---

(7)
Computed, not measured: 2 unconnected molecules or ions with the total composition FH2PS, with wB97M-V/def2-TZVPD.

Results
ΔE to the lowest compared entry with this formula, charge and spin in kJ/mol: 455.87
LUMO energy (alpha / beta) in eV: -1.24 / -2.86
HOMO level (alpha / beta) in eV: -10.4351 / -8.9317

Positions of all 5 atoms, in Å:
F -0.89 0.16 -1.04
P 1.63 0.05 0.58
S -2.12 0.03 0.15
H 0.52 0.87 0.19
H 0.86 -1.11 0.12